DFT (ωB97M-V with the def2-TZVPD basis set) results for a 10-piece molecular cluster, C51H61BrF9N3O35PS overall in a non-equilibrium geometry.

The geometry in ORCA input format:
```
! RIJCOSX wB97M-V def2-TZVPD def2/J DEFGRID3
* xyz 1 1
C -4.0222 3.0029 -0.8832
C -3.5568 3.1772 -2.1624
C -2.0513 3.6087 -2.3185
S -2.1175 5.3877 -1.7964
N -1.3150 2.5862 -1.5300
C -0.5065 3.0390 -0.3935
C 0.8318 3.7919 -0.6876
O 0.9058 5.0021 -0.7289
C 2.1924 3.0589 -0.8552
C 3.0375 3.2511 -2.0089
C 4.3040 2.5748 -2.1373
C 4.7788 1.6701 -1.1303
C 3.9535 1.4924 0.0404
C 2.7053 2.1770 0.1617
C -0.7672 1.7575 -2.5249
N -0.0380 0.6791 -2.3103
Br 0.7701 -0.2916 -3.6980
C 0.2336 0.1283 -0.9643
C 0.1291 -1.4765 -1.0027
O -0.1749 -1.8810 0.3491
C -0.7488 -3.1192 0.4194
O -1.5438 -3.5831 -0.3572
N -1.0864 2.1802 -3.8584
C -2.1852 1.5069 -4.6052
C -2.4662 -0.0105 -4.3500
C -1.9923 -0.8244 -5.6184
C -2.2763 -2.3610 -5.5119
C -1.3120 -3.0861 -6.5326
O -0.2652 -3.7765 -5.8125
C 0.9247 -3.7827 -6.5385
C 2.0226 -2.7196 -6.3219
O 1.1073 -4.6345 -7.3703
C -1.3871 3.6521 -3.7107
C 0.0996 4.2690 -3.8273
P -2.2192 4.5847 -5.0990
O -3.6925 4.4520 -5.1052
O -1.9013 6.1959 -4.9145
O -1.6264 4.1428 -6.5749
H -4.5790 2.1076 -0.5522
H -3.8136 3.7792 -0.1153
H -4.2528 2.9796 -3.0009
H -3.4530 5.6056 -1.5679
H -1.1170 3.7308 0.2357
H -0.2326 2.2228 0.3187
H 2.7743 3.9292 -2.8382
H 4.9167 2.7702 -3.0398
H 5.7394 1.1516 -1.2845
H 4.3359 0.7887 0.8043
H 2.0679 2.0463 1.0565
H -0.6162 0.4396 -0.3044
H 1.2428 0.3521 -0.5667
H 1.0582 -1.9523 -1.3719
H -0.7451 -1.6789 -1.6707
H -0.4839 -3.7215 1.3282
H -1.9344 1.6063 -5.6930
H -3.1811 2.0068 -4.5195
H -2.0510 -0.4404 -3.4139
H -3.5705 -0.1870 -4.3111
H -2.6247 -0.4336 -6.4576
H -0.9437 -0.5810 -5.9101
H -2.1773 -2.7797 -4.4891
H -3.2988 -2.5345 -5.9234
H -0.8439 -2.3172 -7.1984
H -1.8790 -3.7673 -7.2113
H 2.9838 -3.0432 -6.7730
H 1.7618 -1.7205 -6.7515
H 2.2103 -2.5436 -5.2310
H 0.8846 3.4976 -3.6908
H 0.2230 4.6184 -4.8826
H 0.2404 5.1766 -3.2027
H -1.1726 6.4319 -5.5173
H -0.9068 3.5019 -6.4179
C 1.3391 -0.1872 5.0970
C 2.5229 -0.0547 4.1867
O 1.9432 0.4710 3.0004
C 0.8595 1.1909 3.4029
O 0.2923 1.9814 2.7115
O 0.5087 0.8991 4.6717
F 3.0683 -1.2641 3.9095
H 0.8047 -1.1293 4.9532
H 1.6038 -0.0923 6.1469
H 3.2997 0.6222 4.5485
C -1.7646 -6.6397 -1.8628
C -0.5596 -7.3133 -2.4551
O -0.3649 -8.4204 -1.5987
C -1.6025 -8.7467 -1.1155
O -1.8640 -9.7721 -0.5850
O -2.4961 -7.7412 -1.3290
F 0.5350 -6.5112 -2.3883
H -1.5051 -5.9517 -1.0565
H -2.3519 -6.1031 -2.6065
H -0.6953 -7.6627 -3.4811
C -4.0571 0.8904 6.1486
C -2.7256 0.9939 6.8363
O -2.1126 -0.2459 6.5250
C -2.6297 -0.6270 5.3230
O -2.1566 -1.4703 4.6270
O -3.7422 0.0805 5.0136
F -2.8654 1.0895 8.1843
H -4.8060 0.3848 6.7614
H -4.4487 1.8587 5.8430
H -2.0949 1.8111 6.4789
C -6.5602 -0.6484 -8.7509
C -6.5075 -0.3684 -7.2760
O -5.1191 -0.4361 -6.9942
C -4.4848 -0.0652 -8.1444
O -3.3384 0.2491 -8.2023
O -5.3244 -0.0932 -9.2058
F -7.1434 -1.3303 -6.5678
H -6.5817 -1.7173 -8.9726
H -7.4082 -0.1711 -9.2380
H -6.8918 0.6127 -6.9882
C 2.7196 6.2249 -6.9030
C 3.9216 5.5692 -7.5219
O 4.1328 4.4464 -6.6809
C 2.9120 4.1089 -6.1912
O 2.6579 3.0739 -5.6691
O 2.0041 5.1026 -6.3744
F 5.0055 6.3720 -7.4582
H 2.9847 6.9027 -6.0891
H 2.1179 6.7676 -7.6300
H 3.7741 5.2332 -8.5507
C 5.9293 -3.4265 3.8348
C 7.3933 -3.3419 3.5074
O 7.8805 -2.4361 4.4778
C 7.0685 -2.5776 5.5682
O 7.3286 -2.1785 6.6526
O 5.9237 -3.2420 5.2481
F 7.5920 -2.8104 2.2750
H 5.3488 -2.6308 3.3626
H 5.4945 -4.3872 3.5631
H 7.9298 -4.2899 3.5882
C -3.9029 -1.4590 0.7995
C -3.0475 -0.5667 1.6560
O -3.9470 0.4433 2.0599
C -5.1842 -0.1414 2.0845
O -6.1303 0.3225 2.6237
O -5.1824 -1.3258 1.4143
F -2.0440 0.0113 0.9304
H -3.9595 -1.1146 -0.2369
H -3.5697 -2.4945 0.8070
H -2.6261 -1.0567 2.5371
C 0.6782 -0.0847 10.9665
C -0.0173 0.8518 10.0212
O 1.0018 1.1870 9.0987
C 1.8326 0.1090 9.0574
O 2.6268 -0.0801 8.1925
O 1.6252 -0.7235 10.1048
F -0.4186 1.9768 10.6579
H 1.2052 0.4390 11.7661
H 0.0017 -0.8113 11.4117
H -0.8602 0.4146 9.4820
C 5.2716 -1.9846 13.0709
C 4.6168 -3.0093 12.1886
O 3.3329 -3.1500 12.7703
C 3.0480 -1.9494 13.3486
O 1.9618 -1.6140 13.6943
O 4.1616 -1.1808 13.4717
F 5.2592 -4.1994 12.2554
H 5.7360 -2.4292 13.9534
H 6.0159 -1.3911 12.5428
H 4.5140 -2.7066 11.1438
*
```

Calculated values
E   -244624.242 eV
Kohn-Sham gap   0.283 hartree
HOMO energy   -11.1612 eV

Mulliken population analysis, charges in e, atoms 1 to 5: number 1, C, carries -1.042; number 2, C, carries -0.367; number 3, C, carries 1.045; number 4, S, carries -0.197; number 5, N, carries 2.065